This record from OMol25 describes a cluster of 2 separate species, C4H8N2 in total in a non-equilibrium geometry. The level of theory is the ωB97M-V functional and the def2-TZVPD basis.

Computed properties:
E_LUMO (alpha / beta): 0.8 / 1.0 eV
Relative energy (zero: lowest compared OMol25 entry of this formula, charge and spin): 5.418 eV
HOMO level (alpha / beta): -7.31 / -7.82 eV

Each atom is followed by the atoms it is bonded to, with distances in Å.
Geometry (Å):
1 C -0.12 -0.63 -0.55  H2 1.163, H6 1.053, C10 1.578, C13 1.445
2 H -0.60 -0.83 -1.59  C1 1.163
3 H -1.79 -0.36 0.69  C10 1.039
4 N 2.44 -0.23 -0.13  N7 1.186, H8 1.016
5 H -0.67 -1.49 1.34  C10 1.111
6 H 0.85 -1.04 -0.62  C1 1.053
7 N 2.20 0.90 0.15  N4 1.186
8 H 3.36 -0.60 0.07  N4 1.016
9 H -0.15 2.76 0.41  C12 1.085
10 C -1.23 -1.19 0.42  C1 1.578, H3 1.039, H5 1.111, H14 1.045
11 H -1.75 2.04 -0.08  C12 1.081
12 C -0.67 1.92 -0.03  H9 1.085, H11 1.081, C13 1.283
13 C -0.12 0.78 -0.23  C1 1.445, C12 1.283
14 H -1.76 -2.05 0.16  C10 1.045